No. 1
16
Properties=species:S:1:pos:R:3:nbo_charge:R:1 method="wB97M-V/def2-TZVPD" lumo_energy_ev=-6.47 orbital_gap_ev=8.85 total_charge=+1 e_homo_ev=-15.32 e_above_lowest_kcal_mol=95.4
C 0.075 -0.313 0.394 0.267
C 2.676 -0.076 0.712 0.198
C 3.325 0.048 -0.536 -0.809
C -3.205 -0.318 -0.573 -0.617
C -2.393 0.398 0.458 -0.245
N -1.081 -0.075 0.440 -0.406
H 2.496 -0.999 1.156 0.213
H 2.461 0.798 1.389 0.237
H 3.757 -0.841 -0.991 0.281
H 4.126 0.934 -0.466 0.320
H 2.567 0.466 -1.373 0.369
H -2.456 -0.982 -1.088 0.227
H -3.934 -0.921 -0.141 0.237
H -3.635 0.298 -1.305 0.239
H -2.615 0.138 1.574 0.245
H -2.165 1.445 0.350 0.243

=====

No. 2
39
Properties=species:S:1:pos:R:3:nbo_charge:R:1 method="wB97M-V/def2-TZVPD" lumo_energy_ev=-0.19 orbital_gap_ev=9.53 e_homo_ev=-9.71 e_above_lowest_kcal_mol=53.0
O 2.311 -3.315 -0.201 -0.929
H 2.141 -4.224 -0.425 0.473
H 1.384 -3.031 -0.182 0.469
O 1.196 2.131 -2.867 -0.967
H 0.586 1.426 -2.850 0.475
H 1.052 2.718 -2.125 0.476
O -2.828 0.276 1.446 -0.962
H -2.381 1.041 1.152 0.499
H -3.671 0.110 1.015 0.491
O -0.799 0.298 -2.925 -1.007
H -0.804 0.051 -3.850 0.509
H -1.405 -0.224 -2.397 0.518
O -1.522 1.854 -0.308 -0.980
H -1.667 2.823 -0.269 0.498
H -1.613 1.619 -1.227 0.496
O -2.408 -1.761 -1.316 -0.983
H -1.780 -2.045 -0.694 0.501
H -3.277 -2.119 -1.242 0.490
O 1.518 -2.298 -2.952 -0.958
H 1.743 -2.773 -2.140 0.475
H 2.043 -1.480 -2.903 0.473
O -1.442 -1.611 2.606 -1.035
H -0.469 -1.582 2.598 0.484
H -1.847 -0.856 2.073 0.485
O 0.697 3.714 1.601 -0.948
H 0.235 4.112 2.303 0.447
H 0.544 2.785 1.762 0.478
O 2.590 1.166 0.357 -0.978
H 1.759 0.703 0.155 0.482
H 3.217 0.836 -0.257 0.464
O 1.314 -1.762 2.591 -0.925
H 1.653 -1.969 1.715 0.481
H 1.489 -0.852 2.603 0.469
O 0.387 -0.227 -0.366 -0.982
H 0.241 -0.116 -1.294 0.491
H -0.153 0.391 0.123 0.504
O 0.041 1.215 2.510 -0.934
H 0.608 1.258 3.286 0.484
H -0.685 1.720 2.896 0.475

=====

No. 3
21
Properties=species:S:1:pos:R:3:nbo_charge:R:1 method="wB97M-V/def2-TZVPD" lumo_energy_ev=1.06 orbital_gap_ev=8.54 e_homo_ev=-7.48 e_above_lowest_kcal_mol=68.3
C -1.758 0.156 -0.365 0.131
C 0.726 0.239 0.467 -0.156
C 0.044 0.899 -0.591 -0.411
C 2.447 1.183 0.206 -0.640
C 1.019 -1.235 0.377 -0.637
N -1.995 -1.063 -1.091 -0.860
N -2.185 0.118 0.998 -0.856
H -2.284 0.962 -0.880 0.169
H 0.423 0.560 1.461 0.212
H -1.768 -0.976 -2.074 0.362
H -1.491 -1.852 -0.704 0.353
H -1.748 -0.640 1.509 0.348
H -3.192 -0.006 1.072 0.372
H -0.114 1.961 -0.446 0.212
H 0.323 0.602 -1.599 0.194
H 0.201 -1.830 0.790 0.196
H 1.909 -1.473 0.960 0.222
H 1.199 -1.542 -0.653 0.208
H 2.950 0.995 1.152 0.193
H 2.949 0.692 -0.624 0.191
H 2.345 2.251 0.036 0.197

=====

No. 4
74
Properties=species:S:1:pos:R:3:lowdin_spin:R:1 method="wB97M-V/def2-TZVPD" lumo_energy_ev="-11.95 / -15.75" orbital_gap_ev="7.56 / 3.74" total_charge=+4 multiplicity=5 s_squared=6.03 e_homo_ev="-19.50 / -19.48" e_above_lowest_kcal_mol=13.7
Ru 0.348 0.387 0.824 1.625
P 0.582 -1.598 -0.320 0.041
P 2.616 0.288 1.547 0.004
P -1.784 0.716 0.034 0.018
H 1.919 2.272 -0.259 0.009
C 0.845 2.285 -0.040 0.073
C 0.421 2.537 1.333 0.038
H 1.180 2.790 2.081 0.001
C 1.240 -1.203 -1.978 0.034
C 1.698 -2.893 0.343 0.001
C -0.890 -2.659 -0.604 0.000
C 3.369 1.740 2.396 -0.003
C 3.062 -1.013 2.771 0.006
C 3.810 0.101 0.152 0.006
C -2.578 2.341 0.337 -0.002
C -3.102 -0.388 0.661 0.005
C -1.835 0.651 -1.807 0.015
H 0.168 2.517 -0.869 0.018
H -0.569 2.960 1.537 0.003
H 1.417 -2.121 -2.559 0.006
H 2.180 -0.649 -1.850 0.001
H 0.514 -0.567 -2.501 0.001
H 1.639 -3.779 -0.314 0.000
H 1.361 -3.174 1.353 0.000
H 2.732 -2.522 0.377 0.000
H -0.560 -3.588 -1.103 0.000
H -1.617 -2.131 -1.238 0.000
H -1.344 -2.919 0.367 0.000
H 4.447 1.563 2.529 -0.001
H 2.915 1.890 3.385 0.000
H 3.235 2.648 1.797 0.000
H 4.152 -1.174 2.799 0.000
H 2.572 -1.961 2.538 0.000
H 2.734 -0.688 3.765 0.000
H 4.838 0.351 0.463 0.001
H 3.512 0.789 -0.651 0.000
H 3.785 -0.929 -0.224 0.000
H -3.530 2.381 -0.213 0.000
H -1.923 3.151 -0.005 0.000
H -2.775 2.461 1.412 0.000
H -4.062 -0.143 0.183 0.000
H -3.188 -0.237 1.744 0.000
H -2.860 -1.438 0.481 0.000
H -2.766 1.102 -2.182 0.001
H -1.759 -0.383 -2.166 0.000
H -0.982 1.225 -2.194 0.001
C -0.587 0.519 -5.889 0.219
C -0.004 0.656 -7.169 0.099
C 0.125 1.957 -7.687 0.048
C -0.366 3.066 -6.971 0.290
C -1.075 2.867 -5.781 0.047
C -1.269 1.575 -5.282 0.116
O -0.411 -0.536 -5.023 0.168
H 0.043 -1.279 -5.449 0.001
H 0.358 -0.216 -7.739 0.001
H 0.617 2.116 -8.654 -0.001
H -0.217 4.075 -7.343 0.011
H -1.491 3.696 -5.205 -0.002
H -1.825 1.361 -4.374 0.003
N -2.845 -3.300 5.451 0.036
C -2.381 -2.835 4.251 0.099
O -2.746 -3.309 3.177 0.780
C -1.407 -1.698 4.299 0.059
C -1.014 -1.014 5.462 0.018
C -0.207 0.108 5.317 0.005
C 0.162 0.556 4.039 0.010
N -0.177 -0.119 2.926 0.057
C -0.883 -1.258 3.067 0.022
H -3.518 -4.053 5.446 0.001
H -2.580 -2.900 6.336 0.003
H -1.329 -1.354 6.452 0.001
H 0.149 0.668 6.179 0.001
H 0.750 1.464 3.898 0.001
H -1.041 -1.802 2.130 0.003